# 1
Below is a cluster of 8 separate species, C46H52Br2ClPSSi in total, with properties calculated with ωB97M-V/def2-TZVPD.

multiplicity = 1
structure (SMILES) = C[C@H](Br)[C@@H](Br)[Si@@](C)(Cl)[PH2]=S.c1ccccc1.c1ccccc1.c1ccccc1.c1ccccc1.c1ccccc1.c1ccccc1.c1ccccc1
calculated total energy = -229156.8483 eV
highest occupied orbital energy = -8.7 eV

Last column: Mulliken charge in e.
CARTESIAN COORDINATES (ANGSTROEM)
H 0.57335 -5.30482 3.81571  0.397
H 3.84322 -4.75700 0.14649  0.516
H -1.76857 0.30625 0.79102  0.341
H 2.89338 4.84074 5.46413  0.487
H -5.95969 4.85418 -2.41211  0.377
H -1.57275 1.54821 -2.54450  0.356
C 2.02893 -6.27722 2.57171  -0.486
C 2.94709 -6.12491 1.54054  -0.355
H -1.46833 5.39341 6.02947  0.381
H -5.81224 0.58052 -2.19492  0.412
C 3.82995 6.88944 8.59761  -0.386
Br 0.77877 -1.69866 -3.04988  -0.022
H -1.27981 1.78346 -4.26899  0.395
H -4.23585 -1.84187 3.54782  0.383
H 0.13093 0.01426 -1.41662  -0.484
C -1.85832 -3.01970 1.44856  -0.673
C 2.36831 -3.80086 1.37180  0.310
H -4.33389 4.81408 -4.27339  0.374
H 4.31112 -6.85755 -1.55099  0.432
H -5.91923 -2.73083 -5.32250  0.382
Br 1.49012 1.18074 -4.79778  -0.098
C -2.77116 4.40919 4.63630  -0.337
H 5.44896 5.50119 8.83127  0.352
C 4.52354 -4.21139 -3.65416  -0.289
C -1.47389 -1.82454 0.85821  -0.090
H -1.77550 2.20150 2.26925  0.330
H 2.43377 -0.56019 1.56061  0.002
C -1.70856 2.89969 3.09540  0.159
C 2.72982 7.25551 7.83376  -0.365
H 0.74860 2.12708 -2.66503  0.574
H -3.66596 4.88702 5.01490  0.361
H -3.14218 -3.95933 2.88958  0.390
Si 2.57721 0.25244 -1.31259  0.567
C -2.07266 -0.63193 1.24168  -0.281
C -1.02853 1.16069 -3.41107  -1.129
C -3.46232 -1.83847 2.79035  -0.485
H 4.68421 -0.91435 -0.95154  0.369
P 2.04144 0.62863 0.89833  0.364
H 0.57151 4.30231 5.16325  0.289
C 0.46311 1.18370 -3.13597  -0.325
C -3.28794 -0.19593 -6.56922  -0.419
C -1.53684 4.69408 5.20553  -0.551
S 2.68151 2.30196 1.66613  -0.395
H -1.37401 0.14399 -3.61337  0.151
C 4.74344 -6.14890 -2.24673  -0.316
H 7.64816 -5.49993 -3.85975  0.368
C -5.98701 2.72027 -2.18831  -0.376
C 0.89877 0.06068 -2.19774  0.496
C -5.18109 -2.02053 -5.67303  -0.416
C 5.84536 -4.35322 -4.05499  -0.547
C 6.61736 -5.38995 -3.54785  -0.327
C -4.63001 -0.01482 -6.87913  -0.380
H 3.91824 -3.40699 -4.05471  0.496
C -2.85218 -3.02936 2.41720  -0.374
H 6.66598 -7.10184 -2.25614  0.376
C -4.65684 3.88699 -3.81662  -0.593
C -0.39036 4.08101 4.71832  -0.080
H 2.50503 -2.83065 0.90796  -0.187
H -0.69753 -1.85139 0.10173  0.311
C -5.57514 -0.92927 -6.43491  -0.408
C 1.28437 -5.18870 3.00746  -0.489
C -3.07026 -0.63955 2.20868  -0.315
H 4.09521 7.46532 9.47526  0.353
H 1.53409 6.80302 6.10928  0.385
H -6.70223 2.73755 -1.37551  0.392
H -1.84848 -1.43698 -5.55946  0.473
H 3.53300 -6.97358 1.20906  0.382
H -3.53332 -3.05227 -4.76479  0.396
C 3.74326 -1.17902 -1.44208  -0.628
C -2.85680 3.51200 3.57962  -0.688
C 3.97298 -5.10640 -2.74601  -0.506
C 4.25212 5.04755 7.10946  -0.545
H -4.94282 0.84999 -7.45051  0.376
C -4.15982 2.67511 -4.27653  -0.240
H -3.53550 0.28885 2.51497  0.358
H -1.36216 -3.93717 1.15846  0.458
H 3.94865 -1.40491 -2.49162  0.170
C -0.47335 3.18278 3.66348  -0.489
H 3.34176 -2.08567 -0.98198  0.043
Cl 3.50001 1.97782 -1.89047  -0.267
C 3.12054 -4.88422 0.94115  -0.553
C -5.57073 3.90964 -2.77089  -0.405
H 2.94089 -4.99481 -2.43362  0.414
H 0.42126 2.70966 3.28336  0.164
H -2.55140 0.52406 -6.90530  0.418
C 6.06586 -6.28953 -2.64609  -0.472
C -3.84048 -2.20145 -5.36009  -0.384
C -4.57072 1.48407 -3.69161  0.195
C 1.45438 -3.94969 2.40485  -0.414
H 4.84471 4.18721 6.82560  0.360
H 1.89845 -7.24426 3.04070  0.376
H -3.45174 2.65643 -5.09618  0.348
H -6.62141 -0.78383 -6.67169  0.380
C 2.39040 6.51701 6.70793  -0.388
H -4.18505 0.53888 -4.05460  0.326
H -3.81880 3.29214 3.13332  0.398
C -5.48733 1.50864 -2.64865  -0.795
C 4.59091 5.78574 8.23548  -0.316
H 2.13768 8.11716 8.11507  0.356
C 3.15152 5.41350 6.34630  -0.275
C -2.89187 -1.29201 -5.81001  -0.413
H 6.27367 -3.65621 -4.76409  0.385
H 0.87527 -3.09644 2.73601  0.471
H 0.64043 0.43581 0.95622  -0.116

Cartesian forces (eV/Å) of the 3 atoms listed first:
H 0.00 0.00 -0.01
H 0.03 -0.03 -0.04
H -0.02 -0.01 -0.03

=====

# 2
Below is a structure of composition C2H7O2Si2 in a non-equilibrium geometry, with properties calculated with ωB97M-V/def2-TZVPD.

multiplicity = 1
calculated total energy = -22037.7744 eV
net charge = -1
highest occupied orbital energy = -4.3 eV
energy above the lowest of the compared OMol25 structures with the same formula, charge and spin = 0.3773 eV

Last column: natural (NBO) charge in e.
CARTESIAN COORDINATES (ANGSTROEM)
H -0.44933 2.14199 1.09919  -0.186
H -1.07104 -1.76975 0.79950  -0.201
O 3.38515 -0.31840 -0.37387  -0.702
C 0.79698 0.09046 -0.53533  -1.452
H 1.19596 -2.10177 1.27170  -0.183
Si -0.26875 1.56466 -0.20547  0.921
H 0.36821 2.74336 -0.97896  -0.201
H 1.00847 0.14061 -1.60604  0.261
H -1.71466 1.74666 -0.71266  -0.216
O 2.53154 0.93558 1.32142  -0.689
Si 0.23744 -1.61056 0.04701  0.880
C 2.59592 0.32090 0.29235  0.953
H 0.22943 -2.84581 -0.90162  -0.184

Cartesian forces (eV/Å) of the 3 atoms listed first:
H 0.14 -0.12 1.08
H 0.10 0.40 -0.51
O -0.31 0.44 -0.05

=====

# 3
Below is a cluster of 8 separate species, C34H35F19NO27PS in total in a non-equilibrium geometry, with properties calculated with ωB97M-V/def2-TZVPD.

multiplicity = 1
structure (SMILES) = CCCCO[C@@]1(C(F)(F)F)OC(=O)C[C@]1(P(N)O)S(=O)(=O)C(F)(F)C(F)(F)C(F)(F)C(F)(F)F.O=C1OC[C@@H](F)O1.O=C1OC[C@@H](F)O1.O=C1OC[C@@H](F)O1.O=C1OC[C@@H](F)O1.O=C1OC[C@@H](F)O1.O=C1OC[C@@H](F)O1.O=C1OC[C@@H](F)O1
calculated total energy = -164355.4429 eV
highest occupied orbital energy = -10.0 eV

Last column: Mulliken charge in e.
CARTESIAN COORDINATES (ANGSTROEM)
H 7.22549 6.29950 -2.67887  0.134
H -10.90908 -3.23138 3.30944  0.284
F 1.67848 3.77805 1.63356  -0.218
C -6.62816 -2.82884 -1.56485  -0.527
C -5.60903 -5.81744 -3.35746  0.717
F 3.81022 3.93840 1.48422  -0.277
H 0.53088 0.84735 3.12556  0.374
O 6.47155 -2.93965 7.07152  -0.485
C 5.76197 -1.99627 7.05744  0.565
C 5.76922 4.72796 -2.46926  0.719
O 2.98696 1.32340 -7.61830  -0.505
H 4.91792 -1.37833 2.34947  0.381
H -1.81422 -0.36445 3.74743  0.227
H 5.63357 1.67712 -4.87692  0.253
H 6.41056 6.31483 -1.09776  0.321
F 1.91675 0.46610 0.50852  0.095
H -8.41119 -6.45783 -4.59289  0.268
C 6.79198 5.68140 -1.89287  -0.223
H 3.84649 3.03284 -3.85713  -0.137
F 0.54625 -1.92064 -0.26732  -0.143
O -10.91072 -4.45067 4.95435  -0.331
C 3.53636 2.12162 -4.35694  0.510
C 0.31926 -2.30913 2.81009  -0.844
O -8.81611 -4.92930 -0.01925  -0.580
H 1.80700 -3.15274 1.46434  0.297
O -4.83958 -5.12369 -2.78191  -0.489
C -9.96093 -5.19850 3.01064  0.108
H 5.00070 4.39889 -1.76829  -0.152
H -7.01230 -6.45421 -5.70136  0.276
F 2.92764 2.09805 2.16527  -0.193
O -5.46655 -7.15904 -3.52136  -0.318
F -12.28596 -4.66226 3.17629  -0.280
F 7.57617 7.74163 -5.69079  -0.302
C 5.69252 9.51536 -3.54328  0.605
H -6.16879 -2.22830 0.50897  0.265
H 1.86511 -3.66342 3.13465  0.450
F -1.43770 -1.48225 -1.01897  -0.255
C -6.93572 -2.12482 -0.25941  0.496
H 3.10889 -1.13527 7.37162  0.269
F 4.07404 2.46612 -0.46741  -0.308
N -2.11535 0.59847 3.76800  -0.453
O -1.88250 1.69683 -1.32492  -0.762
H 4.33729 -2.96908 1.83540  0.443
C 6.40247 8.28815 -5.29775  0.342
F 4.86195 0.23608 -3.74057  -0.262
C -3.36541 -0.85181 1.52690  0.106
O 4.66318 -1.85700 6.25256  -0.255
O 6.55720 3.61771 -2.84060  -0.222
H -3.18809 0.08950 -0.32228  0.454
C 2.82891 -1.76536 2.82853  1.029
F 0.47865 0.09869 -1.84458  -0.297
S -0.88655 1.69664 -0.29477  1.294
C 4.06014 -1.91546 1.93356  -1.796
H 5.58917 7.63354 -5.61520  0.285
O -4.42923 -1.22074 1.86269  -0.599
O 4.22643 0.57423 -5.88354  -0.373
O 3.01119 2.42385 -5.65068  -0.386
H 2.77677 1.60972 -3.76845  -0.189
H 5.71549 9.87197 -6.65504  0.274
O -0.04480 -1.02950 2.22009  0.499
P -1.44398 1.65867 2.61166  -0.347
H -7.15537 -2.36388 -2.39877  0.245
O -7.16990 -4.13625 -1.32900  -0.212
C -9.62835 -4.82985 5.22268  0.676
C 1.72721 -2.78447 2.49015  -0.763
C 6.25611 9.73620 -5.72364  -0.425
C 3.36334 1.42893 -6.50189  0.563
F -7.20652 -0.81102 -0.42938  -0.296
O -2.24846 -1.57217 1.82620  -0.423
O 7.77943 4.77616 -1.38619  -0.340
C 4.67936 1.18373 -4.68878  0.436
H -9.51023 -4.85672 2.08394  -0.159
F 0.65683 2.22695 -2.23707  -0.202
H 3.87824 -1.51646 0.93184  0.345
O 6.38899 8.39110 -3.88664  -0.229
F -6.47584 -8.71625 -4.80871  -0.288
C -2.98944 0.35438 0.72175  -0.882
H 4.57204 0.63859 8.27312  0.299
O -9.13886 -4.83554 6.30113  -0.506
H -5.56971 -2.89855 -1.79261  0.327
C -6.70374 -7.68615 -3.96272  0.311
O 5.30389 9.75477 -2.45230  -0.497
C -1.04162 -0.99158 1.26959  -0.225
H -0.42728 -3.06302 2.56201  0.426
O -6.75468 -5.39474 -3.94154  -0.304
C 2.76964 3.12090 1.33409  0.347
C 2.76883 2.63556 -0.15799  1.062
O 8.40657 2.68021 -1.93784  -0.500
C 7.66960 3.59757 -2.03841  0.561
C 0.65484 1.30009 -1.27339  0.376
H -7.26045 -8.05728 -3.10107  0.279
F 2.85921 0.68224 -1.46345  -0.291
F 5.15495 5.22049 -3.57921  -0.306
F 2.28993 3.63570 -0.91602  -0.314
F 3.33567 -0.13466 5.66350  -0.227
H 7.23418 10.21552 -5.78223  0.278
C -8.10227 -4.04149 -0.36684  0.561
H -1.92691 0.97808 4.69230  0.388
C 3.90412 -0.76550 6.72179  0.296
H -3.60624 1.21660 0.97887  0.690
H 2.43706 -0.74680 2.77627  -0.451
C 4.94774 0.08570 7.41770  -0.423
C -7.32795 -6.49303 -4.65789  -0.421
C -0.74547 -1.91546 0.03729  0.446
O -9.00272 -5.18147 4.07874  -0.315
O -0.50955 2.90812 0.37571  -0.620
O 5.51277 10.29138 -4.63426  -0.329
H 5.41695 0.76685 6.70612  0.300
H -10.34698 -6.21170 2.88854  0.232
O 0.14043 1.72136 2.97133  -0.348
O -8.11580 -2.79732 0.16967  -0.350
F -1.10051 -3.17131 0.26494  -0.268
C 2.04395 1.27524 -0.56377  0.471
H 3.13666 -1.93278 3.86596  0.141
C -11.04012 -4.28662 3.55510  0.324
H 0.25054 -2.14883 3.89382  0.460
O 5.89536 -0.89711 7.83760  -0.332
C -1.48237 0.51024 1.01799  0.573

Cartesian forces (eV/Å) of the 3 atoms listed first:
H -0.04 -0.01 -0.03
H -0.09 0.00 -0.06
F -0.31 0.18 0.05

=====

# 4
Below is an isolated molecule of C21H21NO6, with properties calculated with ωB97M-V/def2-TZVPD.

multiplicity = 1
structure (SMILES) = COc1ccc(N2C[C@@H](C(=O)OCC(=O)c3cccc(OC)c3)CC2=O)cc1
calculated total energy = -35892.9914 eV
highest occupied orbital energy = -8.0 eV
energy above the lowest of the compared OMol25 structures with the same formula, charge and spin = 1.7218 eV

Last column: natural (NBO) charge in e.
CARTESIAN COORDINATES (ANGSTROEM)
C 3.57275 -0.44263 -1.57282  -0.191
C 3.01069 1.89184 -1.35703  -0.295
C 1.69148 -2.17077 0.35813  0.827
H 4.45402 -3.41089 1.18353  0.221
H 1.41463 0.32307 0.04167  0.249
O 3.86344 3.08022 0.59204  -0.487
C -5.55062 0.10712 -0.02377  0.292
O 6.14618 -1.66233 0.41835  -0.496
N -1.40738 -0.29188 0.58719  -0.426
H -5.36277 1.96482 1.00270  0.226
H -0.66998 -1.90444 -0.55766  0.217
H 3.49872 -1.37112 -2.11627  0.221
H 0.63858 -1.69665 2.15424  0.237
H -3.00939 -2.00811 -0.67727  0.207
C 4.31650 -0.36530 -0.39567  -0.149
H 5.00283 0.90886 1.18702  0.235
H -8.67963 -0.24934 -0.83086  0.201
O 1.57388 -2.65210 -0.73699  -0.602
H -7.32937 -0.76100 -1.87258  0.175
H 3.31065 4.94986 1.03438  0.203
C 0.61380 -1.40875 1.10169  -0.323
C -4.82990 1.09915 0.64346  -0.240
C -0.77702 -1.59556 0.49012  -0.208
H 2.48266 2.74967 -1.74076  0.228
O -6.88772 0.32755 -0.16108  -0.491
H 3.73636 -3.23167 -0.45021  0.233
O -0.75435 1.89796 0.87961  -0.612
C -2.78926 -0.14525 0.37508  0.104
C 2.94646 0.69270 -2.05002  -0.208
C 4.97237 -1.56897 0.17611  0.564
H 2.03226 3.99340 0.24467  0.191
H -1.36939 -2.34260 1.02353  0.210
H -2.93563 1.75574 1.35591  0.250
C 0.86303 0.09642 0.95664  -0.489
C 3.74761 1.97261 -0.17768  0.310
H -7.63729 -1.60154 -0.32577  0.174
C 3.99566 -2.71154 0.48066  -0.190
H 1.40618 0.53222 1.79267  0.245
H 2.37988 0.64390 -2.96775  0.222
C -4.87155 -1.01133 -0.48970  -0.317
C -3.47399 0.97672 0.84410  -0.195
C -0.52256 0.71246 0.81919  0.692
C -3.50603 -1.13209 -0.29178  -0.174
H -5.38801 -1.80060 -1.01271  0.219
C -7.66081 -0.63339 -0.83689  -0.252
C 3.10290 4.21928 0.25472  -0.257
O 2.81238 -2.19593 1.08113  -0.504
H 3.40346 4.63096 -0.71372  0.175
C 4.42327 0.83927 0.28042  -0.221

Cartesian forces (eV/Å) of the 3 atoms listed first:
C 0.07 -0.03 0.01
C 0.06 0.27 0.14
C -0.65 -0.04 -0.03

=====

# 5
Below is the ion C4H11NP with charge +1 in a non-equilibrium geometry, with properties calculated with ωB97M-V/def2-TZVPD.

multiplicity = 1
structure (SMILES) = C[NH2+]/C=C\PC
calculated total energy = -15095.5958 eV
net charge = +1
highest occupied orbital energy = -13.8 eV
energy above the lowest of the compared OMol25 structures with the same formula, charge and spin = 2.7431 eV

Last column: natural (NBO) charge in e.
CARTESIAN COORDINATES (ANGSTROEM)
H 0.94861 2.78499 0.40397  0.241
H 0.09414 1.24459 -1.52215  0.242
H -0.85516 -1.27018 0.60713  0.439
H -0.95064 -2.65679 -0.21478  0.457
H -0.61646 3.79403 0.54698  0.269
C -0.12409 2.88903 0.24078  -0.922
H -0.13150 3.01990 -0.81963  0.219
C 0.72487 -2.33463 0.92699  -0.447
H -1.91394 1.95383 -0.65294  0.030
N -0.27237 -1.85823 0.02755  -0.536
C 0.17489 -0.87416 -1.07706  -0.052
H 0.84528 -1.25875 -1.75959  0.231
P -1.00498 1.32862 0.51633  0.508
C 0.00957 0.48256 -0.80142  -0.414
H 0.25214 -3.00411 1.69242  0.248
H 1.56396 -2.69059 0.36088  0.239
H 1.25568 -1.55012 1.52454  0.247

Cartesian forces (eV/Å) of the 3 atoms listed first:
H -0.07 0.52 0.96
H 1.40 0.18 -1.37
H -0.71 0.50 0.20

=====

# 6
Below is a structure of composition C2H5CsO in a non-equilibrium geometry, with properties calculated with ωB97M-V/def2-TZVPD.

multiplicity = 1
calculated total energy = -4748.9390 eV
highest occupied orbital energy = -6.3 eV
energy above the lowest of the compared OMol25 structures with the same formula, charge and spin = 0.1190 eV

Last column: Mulliken charge in e.
CARTESIAN COORDINATES (ANGSTROEM)
H -0.65403 1.49704 0.65483  0.168
C 0.60648 0.27529 -0.51207  -0.919
H -1.53992 0.55154 -0.52507  0.188
C -0.72742 0.48006 0.22274  -0.199
Cs 0.33046 -3.04152 0.98350  0.935
H 0.82882 1.02610 -1.27498  0.311
H 1.43147 0.33698 0.21447  0.258
H 0.76956 -0.70604 -0.98541  0.140
O -1.04542 -0.41946 1.22198  -0.883

Cartesian forces (eV/Å) of the 3 atoms listed first:
H 0.04 0.17 -0.15
C 0.83 -0.29 0.40
H 0.06 -0.02 -0.22